No. 1
Molecular formula: C17H23AsI2NO3RuSe2
Method: DFT, ωB97M-V/def2-TZVPD

Each line ends with the Löwdin spin population.
Element x y z (Å)
Ru  -0.440  -0.030  -0.420  0.981
I  0.235  0.012  4.891  0.001
C  1.784  -0.025  3.464  0.005
C  3.116  -0.039  3.838  -0.001
C  4.104  -0.053  2.879  0.007
I  6.118  -0.047  3.536  0.001
C  3.795  -0.087  1.506  0.000
C  4.729  -0.119  0.452  0.002
C  4.298  -0.207  -0.846  -0.001
C  2.925  -0.293  -1.104  0.002
N  2.032  -0.242  -0.144  -0.004
C  2.421  -0.120  1.135  -0.001
C  1.369  -0.038  2.123  -0.004
O  0.142  -0.003  1.803  0.007
H  3.375  -0.031  4.887  0.000
H  5.784  -0.070  0.680  0.000
H  5.004  -0.238  -1.660  0.000
H  2.549  -0.394  -2.117  -0.001
O  -2.300  0.814  -2.253  0.003
C  -2.833  2.111  -2.097  -0.001
C  -2.804  2.538  -0.620  0.000
C  -3.616  3.861  -0.565  0.001
O  -3.584  4.516  0.668  0.000
C  -3.538  1.517  0.251  0.004
Se  -2.770  -0.297  0.462  -0.042
C  -1.387  2.828  -0.094  0.020
Se  0.148  2.234  -1.221  -0.041
H  -2.183  0.628  -3.191  0.000
H  -3.874  2.129  -2.454  0.000
H  -2.251  2.839  -2.677  -0.002
H  -4.650  3.655  -0.878  0.000
H  -3.180  4.573  -1.270  0.000
H  -4.048  4.002  1.337  0.000
H  -4.546  1.358  -0.141  -0.001
H  -3.610  1.892  1.278  0.000
H  -1.219  2.345  0.878  0.001
H  -1.244  3.904  0.026  0.007
C  0.781  -3.645  -2.493  0.003
As  -0.052  -2.488  -1.114  0.027
C  0.949  -3.178  0.423  0.007
C  -1.697  -3.513  -0.823  0.014
H  0.816  -4.671  -2.121  0.001
H  1.797  -3.313  -2.710  0.000
H  0.206  -3.621  -3.418  0.000
H  0.778  -4.250  0.548  0.001
H  0.611  -2.657  1.321  0.000
H  2.019  -3.000  0.302  0.000
H  -1.497  -4.585  -0.781  0.002
H  -2.429  -3.313  -1.606  0.000
H  -2.134  -3.189  0.125  0.000

The total energy is -235947.18521 eV. The calculation puts the HOMO-LUMO gap (spin up / spin down) at 5.9 / 6.4 eV. For the HOMO energy (spin up / spin down), the calculation gives -7.29 / -7.38 eV. As for the spin multiplicity: 2. The value obtained for the largest force on an atom is 2.8 eV/A.

---

No. 2
Molecular formula: C17H23BN2O7
Method: DFT, ωB97M-V/def2-TZVPD

Each line ends with the Löwdin charge.
Element x y z (Å)
C  4.978  0.733  0.576  -0.115
N  3.596  0.679  -0.060  -0.109
C  3.238  -0.794  -0.020  -0.102
B  2.656  1.475  0.792  -0.463
O  3.082  1.861  2.140  0.056
C  1.155  1.921  0.363  0.023
C  0.014  0.873  0.371  0.048
C  -1.414  1.356  -0.011  -0.146
C  -2.586  0.263  0.052  -0.167
C  -3.203  0.363  1.561  -0.167
C  -3.611  -1.065  2.169  -0.261
O  -2.420  -1.736  2.645  -0.117
C  -1.766  2.834  -0.409  0.061
C  -0.603  3.848  -0.408  -0.028
C  0.832  3.378  -0.032  0.005
C  1.752  4.671  -0.162  -0.302
O  2.967  4.816  -0.370  0.105
N  0.749  5.780  -0.026  0.069
C  -0.539  5.414  -0.704  -0.312
O  -1.343  6.162  -1.298  0.084
H  5.252  1.830  0.755  0.101
H  5.768  0.224  -0.081  0.099
H  4.928  0.116  1.546  0.097
H  4.191  -1.420  0.169  0.100
H  2.519  -1.065  0.831  0.095
H  2.836  -1.173  -1.032  0.091
H  2.338  1.621  2.748  0.111
H  0.158  -0.217  0.672  0.112
H  -3.374  0.491  -0.753  0.116
H  -2.178  -0.794  -0.158  0.093
H  -2.335  0.770  2.203  0.114
H  -4.030  1.151  1.598  0.117
H  -4.294  -0.843  3.078  0.123
H  -4.235  -1.686  1.442  0.126
H  -2.176  -1.272  3.482  0.100
H  -2.814  3.175  -0.680  0.111
H  0.416  5.783  0.960  0.143
C  -1.966  -4.880  -2.403  -0.020
C  -1.150  -3.992  -1.488  -0.342
C  -0.783  -2.672  -2.102  -0.108
O  0.440  -2.356  -1.448  0.043
C  1.007  -3.542  -1.082  -0.529
O  2.129  -3.660  -0.686  0.154
O  0.127  -4.571  -1.227  0.093
H  -2.263  -5.791  -1.877  0.088
H  -2.867  -4.372  -2.752  0.091
H  -1.378  -5.199  -3.268  0.094
H  -1.666  -3.859  -0.531  0.160
H  -1.533  -1.902  -1.908  0.121
H  -0.600  -2.726  -3.180  0.145

The total energy is -35986.94463 eV. The calculation puts the HOMO-LUMO gap at 8.1 eV. For the HOMO energy, the calculation gives -8.99 eV. The value obtained for the largest force on an atom is 5.1 eV/A. Its SMILES is CN(C)B(O)c1cc(CCCO)cc2c1C(=O)NC2=O.C[C@@H]1COC(=O)O1.

---

Q: What is the formula in the second record?
A: C17H23BN2O7

---

Q: Which formula does entry 1 have?
A: C17H23AsI2NO3RuSe2